No. 1
C5H10O | ωB97M-V/def2-TZVPD

Summary:
Net charge = 0
HOMO level = -0.3297 hartree
SMILES = C=CC[C@H](C)O
Relative energy (zero: lowest compared OMol25 entry of this formula, charge and spin) = 40.1 kcal per mole

The geometry in XYZ format:
```
16
Properties=species:S:1:pos:R:3:forces:R:3
C -0.05935 0.85739 0.03481 -0.2 0.2 0.2
H -0.80494 -0.20006 1.59211 0.2 0.3 -0.4
H 1.48554 0.54678 1.48060 0.0 0.2 0.0
H 1.47480 -0.57610 -0.73173 -0.4 0.0 0.2
H -1.31308 -0.89632 -2.00593 0.1 -0.2 0.0
H 0.45373 1.96971 1.75961 0.3 0.1 0.0
H 0.75535 0.41827 -1.99046 -0.1 0.0 0.4
C 0.98123 1.39367 0.99497 0.1 0.1 0.1
H -0.19343 -2.04778 0.60886 -0.1 0.0 -0.2
H -1.88424 -2.32000 -0.08299 0.1 -0.3 -0.2
C 0.52560 -0.12453 -1.05967 -0.1 -0.1 0.2
O -1.12775 0.31886 0.83799 0.2 0.6 0.2
C -0.57246 -1.12167 -1.24148 -0.2 -0.1 0.2
H -0.56804 1.65594 -0.51322 0.2 0.1 0.2
C -0.89718 -1.89505 -0.21124 0.1 -0.6 -0.5
H 1.74421 2.02089 0.52778 -0.1 -0.1 -0.1
```
Forces are in eV/Å.


No. 2
C19H35BrFO5PS | ωB97M-V/def2-TZVPD

Summary:
Net charge = 0
HOMO level = -0.3140 hartree
SMILES = C#CC[C@]1(Br)[C@H](F)OC(=O)[C@@]1(CCCCO)[PH2]=S.CCOCC.CCOCC

The geometry in XYZ format:
```
63
Properties=species:S:1:pos:R:3:forces:R:3
O -1.62138 2.66579 3.52919 0.1 -0.1 -0.1
H -0.84342 -0.20293 1.00497 -0.1 0.0 0.1
H 1.40637 0.33187 3.86971 0.0 0.1 0.0
C -0.38889 -2.89940 1.54962 -0.1 0.3 0.1
H 2.59688 -1.27175 -5.21236 0.0 0.0 0.0
C -2.44916 3.05605 5.81697 0.0 -0.1 -0.1
H 0.10408 -0.67309 3.20884 0.0 -0.1 0.1
C 1.24680 1.02623 -5.54284 0.0 -0.1 0.0
C 0.16115 -0.01817 0.64138 0.4 0.3 -0.5
C 4.47922 -0.36212 -4.65932 0.0 0.1 0.0
C -1.68387 0.32848 -2.27032 0.2 0.1 0.0
H -2.08656 -2.79497 -2.60949 -0.1 0.1 0.0
H 4.40940 0.50638 -5.31508 0.0 0.0 -0.1
H 1.00923 2.00575 -5.95911 0.0 0.0 0.0
H 0.06829 0.76358 -0.11399 -0.2 0.0 -0.1
H -1.78571 4.54266 4.39474 0.0 0.0 0.0
H -2.31129 3.71776 6.67264 0.0 0.0 0.0
H -3.50686 3.07552 5.55121 0.0 0.1 0.0
C 0.77365 -1.24311 -0.07282 0.0 0.0 0.6
H -1.85962 1.37618 -2.27499 0.0 0.0 -0.1
H 0.31674 0.47676 -5.38920 0.0 0.0 0.0
H 1.83794 0.48727 -6.28415 0.0 0.1 0.0
C 0.11402 -2.64502 0.13801 -0.1 -0.6 -0.8
H -2.19719 2.03864 6.11867 0.0 0.0 0.0
H -3.58988 2.01944 3.59204 0.0 0.0 0.0
H -3.68257 4.53152 3.22500 0.0 0.0 0.0
H 0.84874 -1.06866 -1.14500 -0.1 0.0 -0.1
C 1.98796 1.18899 -4.22678 -0.1 0.1 0.0
H 2.04612 0.74447 1.37553 0.1 0.0 0.0
O -1.66657 -2.36756 1.63523 0.0 -0.1 0.0
C -3.48678 3.82898 2.41409 0.1 0.1 0.0
O 0.09142 -3.45145 2.47843 0.1 0.1 0.1
O 2.05000 -1.29367 2.75883 0.0 0.0 0.1
H 0.62583 1.55200 2.01513 -0.1 0.0 0.0
C -1.28826 -2.28697 -2.07528 0.4 0.0 0.1
C -1.22191 -2.83438 -0.63627 -0.1 0.2 -0.1
C 1.09838 -0.26214 3.00546 0.3 -0.2 -0.2
H -4.43355 3.63310 1.90960 0.0 0.0 0.0
H -2.72375 1.85080 2.07571 0.0 0.0 0.0
H 5.00948 -0.05942 -3.75562 0.0 0.0 0.0
C 1.03403 0.57508 1.74622 -0.3 0.2 0.3
H 2.89902 1.78095 -4.36810 0.0 0.0 0.0
O 2.28623 -0.03497 -3.57928 0.0 -0.1 0.1
H 1.79822 -1.35213 0.28919 0.1 0.0 0.0
C -1.56229 3.50502 4.66843 0.0 0.1 0.1
H 1.36051 1.73989 -3.52528 0.0 0.0 0.1
F -2.83459 -1.13007 0.13172 0.3 0.2 0.1
Br -1.69600 -4.76415 -0.81561 0.1 0.0 0.1
H 3.23611 -1.79669 -3.66369 0.0 0.0 0.0
H -3.11986 -3.05472 0.43655 -0.2 0.2 -0.1
C -2.89070 2.52531 2.91660 -0.1 0.0 0.0
C 3.11349 -0.92598 -4.30962 0.0 -0.1 0.0
H 1.95795 -1.99490 3.41332 0.0 0.0 -0.1
H 0.92372 -4.92285 -0.98961 -0.1 0.1 -0.1
P 1.49895 -3.80664 -0.38123 0.7 0.2 0.6
C -1.44446 -0.84118 -2.19621 -0.3 0.0 0.0
H -2.80959 4.31164 1.70784 0.0 0.0 0.0
H -0.35835 -2.57880 -2.57156 0.0 -0.1 0.0
C -2.29453 -2.34675 0.38774 -0.3 -0.8 0.0
H 2.01245 -3.06391 -1.45874 -0.3 0.0 -0.2
H 5.07222 -1.11912 -5.17315 0.0 0.0 0.0
S 2.88131 -4.19853 0.91430 -0.1 -0.1 -0.1
H -0.51832 3.48014 4.98177 0.0 0.0 0.0
```
Forces are in eV/Å.


No. 3
C24H28N3SbSe4TeTi | ωB97M-V/def2-TZVPD

Summary:
Net charge = -2
Spin multiplicity = 3
<S²> = 2.04
HOMO level (spin up / spin down) = -0.0620 / -0.0627 hartree
Relative energy (zero: lowest compared OMol25 entry of this formula, charge and spin) = 33.4 kcal per mole

The geometry in XYZ format:
```
62
Properties=species:S:1:pos:R:3:forces:R:3
H -6.81009 -20.44437 -1.30964 -0.4 0.1 -0.4
H -4.50058 -17.12308 -1.20134 1.1 0.0 -1.0
H -2.51968 -16.54684 -12.63053 0.5 -0.1 -0.7
H -1.79119 -15.88393 -10.37461 -0.1 0.3 0.2
C -8.89740 -13.58201 -1.53969 1.1 1.8 1.0
C -6.72755 -18.71156 0.59286 -1.5 0.1 -1.0
C -7.11786 -19.08203 -4.48811 -0.5 -0.9 0.6
N -6.50847 -13.26297 -2.39978 -0.7 -0.1 0.1
C -5.25577 -15.37464 -9.14122 0.7 1.1 -1.8
H -4.31160 -16.01791 -14.40880 0.1 -0.1 -0.2
Te -3.41096 -15.55834 -8.12074 0.3 -0.1 0.3
H -5.14175 -16.26161 0.14713 0.2 -0.9 -0.2
H -10.86777 -16.28869 -1.34016 0.9 0.0 -0.2
Se -2.86194 -14.22491 -3.68461 0.5 -0.3 -0.1
C -4.96921 -17.29122 -0.27762 -2.0 1.4 0.9
H -8.75917 -17.25289 -2.23237 0.2 -0.6 -0.2
C -3.80004 -16.07825 -11.04108 1.2 0.3 -0.4
H -6.51951 -18.18481 1.50482 0.3 0.5 0.3
C -4.52287 -15.92053 -13.35701 1.3 -0.1 0.7
C -6.72202 -17.79426 -4.23164 0.3 -0.7 1.6
C -5.02426 -15.60424 -10.62646 -1.0 -0.3 0.0
C -2.72341 -16.33058 -10.01379 0.6 -0.7 -0.6
H -7.54307 -11.40336 -2.66848 0.6 -0.3 -0.5
C -9.93537 -15.71309 -1.48708 -0.3 1.1 0.3
H -4.37933 -17.84662 0.45366 0.1 -0.3 -0.3
C -7.58793 -15.46811 -2.19804 -0.2 0.7 0.0
Se -5.43565 -14.37343 -6.03297 -0.9 0.0 -0.1
H -5.42658 -13.98594 -0.75064 -0.3 0.7 0.0
H -7.44872 -21.00360 -3.84673 -0.6 -1.6 0.2
H -10.84606 -13.86955 -0.82736 -0.4 0.1 0.3
H -5.99747 -16.01864 -8.76189 -0.9 -0.6 0.7
H -9.01535 -12.54637 -1.24904 0.3 0.4 -0.4
H -7.43634 -19.34203 -5.49073 0.2 -0.2 -0.1
Se 0.89714 -13.40443 -1.57541 -1.4 0.3 -0.5
C -8.75742 -16.21295 -2.00092 -0.7 -0.8 0.5
H -2.45771 -17.40453 -9.95925 -0.5 0.3 0.1
C -3.49637 -16.18979 -12.40305 -2.5 0.3 -0.2
H -7.84133 -18.79498 0.56361 0.7 -0.2 -0.1
H -4.81425 -12.51334 -1.47272 0.0 0.0 0.1
C -6.70668 -11.97192 -3.16140 -1.0 -0.2 2.6
N -6.41733 -15.99204 -2.66888 0.4 -1.1 0.1
H -7.04117 -15.11539 -11.18440 0.7 -0.1 -0.5
Ti -5.31653 -14.66928 -3.75567 0.8 0.7 0.3
C -5.78400 -15.50698 -12.94204 -1.0 -0.5 0.2
Sb -1.65590 -12.83952 -1.99097 1.1 -0.4 1.5
H -5.79299 -11.37482 -3.06626 -0.2 -0.3 -0.2
H -6.22784 -12.37640 -0.43396 -0.3 -0.2 -0.1
C -7.69205 -14.06569 -1.98847 0.2 -0.4 -1.5
N -6.29670 -17.91918 -0.55759 1.1 -0.4 1.2
H -6.66338 -15.42261 -13.62265 1.1 0.1 0.3
H -6.94696 -12.19893 -4.16185 -0.2 -0.1 -1.2
H -6.63463 -17.06800 -5.00229 -0.1 0.6 -0.5
C -5.73215 -13.01120 -1.17920 0.8 -0.5 -0.2
C -7.24164 -20.05605 -3.45789 1.0 2.2 -0.2
C -6.90293 -19.73404 -2.13366 0.6 1.1 -0.9
H -5.53177 -14.32608 -9.08082 -0.4 -0.1 0.6
C -6.04013 -15.38316 -11.58203 0.0 0.2 1.0
C -6.51275 -18.38378 -1.87493 -0.4 -0.4 0.7
C -9.95814 -14.34808 -1.18421 -1.2 -1.5 -0.5
Se -2.84982 -13.14974 0.16236 0.8 0.2 -0.1
C -6.46581 -17.41955 -2.89631 -0.6 0.7 -1.1
H -6.30103 -19.71635 0.70252 0.2 -0.1 -0.2
```
Forces are in eV/Å.


No. 4
C15H40NO8Sr2 | ωB97M-V/def2-TZVPD

Summary:
Net charge = +3
HOMO level = -0.5022 hartree

The geometry in XYZ format:
```
66
Properties=species:S:1:pos:R:3:forces:R:3
H 1.42220 -2.41336 3.09648 0.0 -0.1 0.1
H -3.44517 -0.73938 -0.72127 -0.4 -0.1 -0.1
C 1.64110 1.33021 4.42097 -0.6 0.9 -0.8
C 0.98747 0.31398 5.31578 0.7 -0.6 0.3
C 1.68679 -1.82877 3.97680 0.9 0.9 0.7
H 2.49213 0.94393 3.85546 0.0 -0.3 0.2
N -0.39493 -0.42330 3.48008 -0.6 0.8 0.9
O 4.63746 -1.91209 -3.52662 -0.4 -0.1 -0.2
C -3.73731 0.27239 -1.00449 0.6 0.2 1.6
H 0.04734 0.63303 -1.07423 0.1 0.5 0.3
Sr -3.48823 -0.25246 -4.45782 0.1 0.7 1.9
H 3.70458 -1.92241 -3.28897 0.1 0.0 0.2
H 1.33017 -3.54248 -0.69690 0.1 -0.1 0.0
H 0.75869 -0.33114 0.78964 0.3 -0.9 0.3
C -1.14854 1.18002 1.79288 0.5 0.3 -2.4
H -0.37811 -1.77850 2.28068 -0.7 -1.0 -0.3
O 1.20872 -0.79244 -3.13553 -0.7 -0.8 -0.4
H -2.19017 3.62241 -1.56646 0.1 0.2 0.0
Sr 0.38657 -2.18581 -5.14248 1.3 0.9 0.9
H -0.67070 -2.71864 5.04507 0.7 -0.3 0.1
H -0.60062 1.78510 -2.26848 0.0 -0.1 0.0
H 1.63701 -0.00045 6.13601 0.1 -0.1 -0.1
H -2.99695 4.35033 -0.14956 0.1 -0.1 -0.1
C 0.17618 -0.12353 -2.94654 2.2 1.4 -0.8
O -0.86502 -0.36099 -3.68007 -2.8 -1.0 -1.5
O -4.27411 3.72664 -1.60846 -0.1 -0.6 0.0
H -1.94019 1.77294 2.24309 0.4 -0.1 0.8
H 2.78433 -3.18825 0.30378 -0.7 0.4 0.2
O -1.12035 -1.47947 2.83435 1.8 0.7 -0.5
H 2.45988 -2.19935 -1.15485 -0.4 0.2 0.3
C 0.20756 1.08781 -2.05859 -0.7 -0.8 0.4
C 2.36176 -3.19360 -0.70484 1.5 0.0 0.3
H -4.12931 3.15045 -2.35863 -0.2 0.2 -0.2
H 0.12822 -1.10438 -8.70403 -0.9 -0.1 0.6
H 4.09976 -3.85304 -1.35955 0.0 0.1 0.1
H 2.01679 2.26668 4.83685 0.0 -0.4 0.8
H 1.04606 2.54414 2.79435 0.0 -0.2 -0.4
H -0.26376 0.62256 -8.77755 0.1 0.3 0.5
C -3.00823 4.26876 -1.23669 -0.3 0.4 0.3
H 2.01497 -2.48605 4.78219 -0.3 -0.3 -0.1
O 3.17376 -4.10316 -1.42995 -0.6 -0.4 -0.9
O -4.58744 0.29414 -2.16300 0.6 -0.2 -1.6
H -1.66138 0.48995 1.10972 0.1 -0.6 0.4
C 1.21807 0.24088 1.61424 -1.8 0.1 -1.7
C 0.55437 -0.91930 4.51126 -1.1 -1.3 0.2
H 0.07824 0.68340 5.79149 0.0 0.3 -0.1
O 0.25896 -0.11687 -6.81261 -1.5 -0.7 1.4
H -0.53904 0.34955 -6.53713 0.4 0.4 0.0
H -0.18999 2.39194 3.92607 -0.4 -0.7 0.2
H 1.50299 1.09294 0.99018 0.5 0.4 0.7
H -1.14244 -1.27933 5.81330 0.0 0.2 -0.1
C -0.24735 -1.82362 5.49377 -0.9 1.5 -0.2
H 0.33671 -1.92637 6.40586 0.1 -0.7 -0.2
H -2.93311 5.27845 -1.64524 0.4 -0.1 -0.1
H 1.15829 1.61327 -2.05018 0.1 -0.3 -0.1
H -0.62157 1.82604 1.07432 -0.4 0.6 0.0
H 1.38205 -0.10177 -8.42236 -0.2 1.0 -0.4
H -5.51130 0.39038 -1.89630 0.0 0.1 0.1
H -2.81240 0.84907 -1.08866 -0.2 0.2 -0.8
H 4.65240 -1.78820 -4.48190 0.3 0.0 0.0
H -4.23515 0.76203 -0.16840 -0.2 -0.2 0.0
C 0.57193 1.78714 3.43011 0.7 0.6 -0.5
H 2.60546 -1.26206 3.80055 -0.1 0.1 -0.5
C 0.04395 0.62828 2.54564 0.1 0.3 2.1
H 2.05778 -0.27175 2.05931 0.0 0.1 0.0
C 0.30222 -0.12656 -8.23202 2.3 -1.3 -2.0
```
Forces are in eV/Å.


No. 5
C4H16NO3 | ωB97M-V/def2-TZVPD

Summary:
Net charge = +1
HOMO level = -0.4778 hartree
Relative energy (zero: lowest compared OMol25 entry of this formula, charge and spin) = 44.6 kcal per mole

The geometry in XYZ format:
```
24
Properties=species:S:1:pos:R:3:forces:R:3
O 0.66770 0.78577 -2.22919 0.2 -0.9 0.9
C -1.79059 -1.89399 0.96680 -2.0 -0.7 0.9
C -2.76460 -2.43912 0.22866 0.9 1.1 -1.2
H -2.82617 -2.16199 -0.83558 0.1 0.4 0.5
H 0.88600 0.31369 -3.04169 -0.3 0.8 -0.2
H 1.50647 0.06239 -0.73330 -0.1 0.2 -0.8
H -1.26761 -0.47193 -0.56222 0.3 -0.6 1.1
H 1.46968 1.15988 3.71770 0.0 0.1 -1.1
O 0.36166 3.57603 -2.44170 -0.6 -0.3 1.0
H -1.57612 -2.18394 2.00093 -0.5 -0.1 -0.2
H 1.16323 0.64342 0.76473 0.6 -1.0 0.2
C -0.95786 -0.80394 0.47998 2.0 -0.1 -3.6
H -0.86637 0.14481 1.01561 -0.5 -0.4 0.7
H 0.37529 1.70305 -2.34233 0.4 -0.1 -1.1
H 0.82966 -2.13560 -0.24398 -0.3 -0.9 -0.1
H 1.40525 -0.13458 2.96753 0.0 0.0 0.0
H -3.57001 -3.09643 0.42825 -0.1 -1.0 1.1
H 2.29892 -0.65989 0.56331 0.8 1.3 0.0
H 0.64914 -1.48424 1.54880 0.3 -1.5 -0.9
H -0.14636 4.31253 -2.80494 0.1 -0.1 -0.2
O 1.43424 0.81471 2.79407 0.0 -0.1 1.2
H -0.09974 3.38585 -1.59716 0.4 0.5 -0.5
N 1.44574 -0.21406 0.24190 0.2 -0.5 -0.1
C 0.51787 -1.38814 0.44708 -1.8 3.7 2.2
```
Forces are in eV/Å.


Among the records above, which one has the lowest net charge? C24H28N3SbSe4TeTi